This record from OMol25 describes a 11-piece molecular cluster, C48H111N5O6 overall. The level of theory is wB97M-V/def2-TZVPD.

Values from the calculation:
Total charge: 0
HOMO level in eV: -7.59
Kohn-Sham gap in Ha: 0.2943
Maximum force in eV/A: 3.83
2S+1: 1
SMILES: CCN(CC)CC.CCN(CC)CC.CCN(CC)CC.CCN(CC)CC.CCN(CC)CC.CC(C)=O.CC(C)=O.CC(C)=O.CC(C)=O.CC(C)=O.CC(C)=O

Element x y z (Å)
C -7.36920 -15.05292 -13.95448
C -5.81817 -14.73905 -14.05312
N -4.94925 -15.64598 -14.70292
C -5.56574 -16.23548 -15.92452
C -4.59161 -17.11540 -16.66389
C -3.51722 -15.25730 -14.74948
C -2.96268 -14.75078 -13.38649
H -7.95808 -15.36308 -14.81767
H -7.79203 -14.11592 -13.59208
H -7.44062 -15.94591 -13.33355
H -5.75381 -13.89803 -14.74352
H -5.44282 -14.44249 -13.07370
H -6.40639 -16.87008 -15.64398
H -6.00086 -15.48500 -16.58447
H -5.11825 -17.46307 -17.55264
H -3.70707 -16.59668 -17.03352
H -4.24722 -18.00804 -16.14170
H -3.47278 -14.52675 -15.55721
H -2.92910 -16.14722 -14.97361
H -3.27066 -13.75078 -13.08113
H -1.87351 -14.78468 -13.41228
H -3.16008 -15.45880 -12.58161
C -9.48206 -2.99453 -15.99954
C -8.30689 -3.60228 -15.23737
N -7.73328 -4.79537 -15.76032
C -6.46926 -5.02107 -15.00412
C -5.58813 -6.02136 -15.81152
C -8.59432 -5.91190 -15.81859
C -8.95425 -6.54585 -14.48527
H -10.32845 -3.66355 -15.84423
H -9.28031 -2.83351 -17.05854
H -9.63472 -1.98840 -15.60903
H -7.53984 -2.82788 -15.24413
H -8.52679 -3.71017 -14.17525
H -5.84826 -4.13731 -14.85769
H -6.59122 -5.38245 -13.98303
H -5.76445 -7.09673 -15.78730
H -5.58177 -5.68176 -16.84726
H -4.54220 -5.88962 -15.53445
H -8.09347 -6.76199 -16.28184
H -9.50806 -5.69491 -16.37183
H -8.16465 -7.03899 -13.91831
H -9.61515 -7.38903 -14.68614
H -9.31925 -5.73046 -13.86077
C -12.17986 -13.31735 -18.78143
C -10.99886 -13.52676 -17.86489
N -9.85456 -13.84815 -18.70805
C -10.11954 -15.16809 -19.15029
C -9.39452 -15.59904 -20.38405
C -8.71549 -13.74638 -17.79357
C -7.41850 -13.56097 -18.48325
H -12.96705 -12.67566 -18.38560
H -12.71049 -14.26126 -18.90628
H -12.00866 -12.86089 -19.75632
H -10.89011 -12.63018 -17.25462
H -11.25085 -14.34317 -17.18810
H -9.99642 -15.85728 -18.31485
H -11.16060 -15.31318 -19.43880
H -9.26462 -14.73549 -21.03638
H -8.44236 -16.08293 -20.16645
H -9.92916 -16.28103 -21.04522
H -8.55095 -14.69664 -17.28560
H -8.75245 -12.94089 -17.06015
H -6.54081 -13.63111 -17.84073
H -7.39073 -12.63333 -19.05492
H -7.26965 -14.41375 -19.14561
C -12.70616 -7.39962 -18.01303
C -12.81390 -8.19318 -16.77033
N -13.45946 -7.33583 -15.74378
C -14.27065 -8.10705 -14.79970
C -15.53923 -8.71600 -15.32363
C -12.41032 -6.48962 -15.06301
C -13.00448 -5.13404 -14.55001
H -11.96465 -6.65292 -17.72895
H -13.61996 -6.87034 -18.28311
H -12.16621 -7.79156 -18.87496
H -13.55348 -8.95686 -17.01100
H -11.82538 -8.58188 -16.52570
H -14.58011 -7.50100 -13.94821
H -13.66535 -8.90396 -14.36769
H -15.48596 -8.92069 -16.39291
H -16.48460 -8.18095 -15.23373
H -15.59226 -9.62766 -14.72850
H -12.04053 -6.99877 -14.17299
H -11.51260 -6.35082 -15.66543
H -13.97131 -5.31676 -14.08102
H -12.26712 -4.63724 -13.91946
H -13.21303 -4.42080 -15.34744
C -7.39807 -16.19227 -9.55447
C -6.43180 -14.98958 -9.48962
N -6.82868 -13.82031 -8.72482
C -5.76209 -12.98051 -8.29714
C -4.84687 -13.64981 -7.33391
C -8.09245 -13.11972 -9.11057
C -7.89429 -12.33300 -10.50142
H -6.86834 -17.01170 -10.04030
H -8.19882 -15.89935 -10.23351
H -7.76768 -16.67248 -8.64843
H -5.41002 -15.26387 -9.22728
H -6.19122 -14.70837 -10.51487
H -5.22050 -12.63990 -9.17961
H -6.07996 -12.11150 -7.72105
H -5.23710 -13.74673 -6.32078
H -4.31844 -14.55149 -7.64350
H -4.12071 -12.83862 -7.28117
H -8.48818 -12.55720 -8.26494
H -8.82431 -13.87646 -9.39312
H -8.81841 -11.87938 -10.85965
H -7.52805 -12.94062 -11.32893
H -7.21217 -11.50234 -10.32028
C -7.30810 -9.09197 -19.01783
C -8.80191 -8.92832 -18.76371
C -9.66034 -8.99927 -19.98028
O -9.24965 -8.59985 -17.66835
H -7.02400 -10.05325 -19.44600
H -6.68371 -8.86242 -18.15438
H -7.10015 -8.32564 -19.76453
H -10.08585 -10.00058 -20.04690
H -9.01894 -8.68639 -20.80418
H -10.48750 -8.31070 -19.80776
C -10.19016 -5.26543 -9.69358
C -10.85823 -6.60132 -9.93796
C -11.28151 -7.08624 -11.36527
O -10.95703 -7.36624 -8.99628
H -9.69322 -5.23964 -8.72378
H -10.93405 -4.47046 -9.64117
H -9.36238 -5.06120 -10.37266
H -10.54920 -7.69037 -11.90084
H -11.52239 -6.12730 -11.82408
H -12.21216 -7.65368 -11.36097
C -5.36056 -8.83547 -13.01359
C -4.88128 -7.65969 -12.27670
C -5.84835 -6.96954 -11.40213
O -3.68504 -7.30030 -12.28044
H -5.72811 -8.39438 -13.94011
H -6.14557 -9.34253 -12.45257
H -4.45339 -9.34550 -13.33764
H -5.30436 -6.13011 -10.96911
H -6.14435 -7.68241 -10.63252
H -6.66075 -6.58921 -12.02138
C -2.58399 -10.32812 -15.37815
C -3.74166 -10.80280 -16.21964
C -3.45063 -11.35976 -17.57370
O -4.87071 -10.49182 -15.79522
H -2.53352 -10.78348 -14.38911
H -2.87441 -9.37548 -14.93519
H -1.56615 -10.24696 -15.75960
H -3.23826 -12.42131 -17.44675
H -2.53665 -10.86233 -17.89821
H -4.41667 -11.26093 -18.06878
C -13.62161 -10.17597 -9.75046
C -12.97191 -11.61935 -9.74133
C -11.88230 -11.72095 -10.80061
O -13.27563 -12.51576 -8.96494
H -14.47990 -10.20999 -9.07944
H -13.87405 -9.71960 -10.70760
H -12.85046 -9.54202 -9.31280
H -10.84903 -11.56852 -10.48878
H -12.01232 -10.98662 -11.59556
H -11.88542 -12.75820 -11.13557
C -10.50546 -9.95105 -14.22374
C -9.18005 -10.17881 -13.57647
C -7.98558 -10.73659 -14.40971
O -9.00179 -9.94026 -12.35655
H -10.21829 -9.82008 -15.26704
H -11.19724 -9.17527 -13.89557
H -11.13257 -10.83984 -14.29375
H -8.17767 -11.80495 -14.50875
H -7.03501 -10.46145 -13.95276
H -7.96462 -10.26300 -15.39122

Löwdin atomic charge list, values in e, 6 entries: number 1, C, carries -0.0604; number 2, C, carries -0.2592; number 3, N, carries -0.2102; number 4, C, carries -0.2393; number 5, C, carries -0.1049; number 6, C, carries -0.2168